{"formula": "C26H50B3F5N2O5S", "method": "ωB97M-V with the def2-TZVPD basis set", "multiplicity": 3, "charge": 0, "e_homo_ev": [-8.2390, -8.6347], "energy_ha": -2478.653112, "largest_force_ev_per_a": 1.49, "gap_ha": [0.317, 0.331], "elements": ["C", "C", "S", "C", "B", "O", "B", "O", "B", "C", "C", "C", "C", "F", "F", "C", "F", "F", "F", "O", "H", "H", "H", "H", "H", "H", "H", "H", "H", "H", "H", "H", "H", "H", "C", "C", "C", "C", "C", "C", "N", "O", "C", "C", "C", "H", "H", "H", "H", "H", "H", "H", "H", "H", "H", "H", "H", "H", "H", "H", "H", "H", "H", "C", "C", "C", "C", "C", "C", "N", "O", "C", "C", "C", "H", "H", "H", "H", "H", "H", "H", "H", "H", "H", "H", "H", "H", "H", "H", "H", "H", "H"], "xyz": [[-7.664, 0.739, -0.161], [-6.922, -0.503, -0.618], [-7.411, -1.039, -2.281], [-6.026, -0.482, -3.320], [-5.482, -1.646, -4.208], [-5.699, -1.621, -5.580], [-6.151, -2.833, -6.064], [-6.000, -3.957, -5.295], [-4.941, -3.888, -4.389], [-3.998, -5.122, -4.226], [-2.608, -4.804, -3.694], [-1.685, -4.235, -4.758], [-0.279, -4.088, -4.223], [0.229, -5.309, -3.887], [-0.259, -3.319, -3.093], [0.714, -3.443, -5.251], [1.923, -4.059, -5.207], [0.902, -2.134, -4.951], [0.241, -3.524, -6.510], [-4.790, -2.717, -3.688], [-7.530, 1.546, -0.869], [-8.723, 0.554, -0.046], [-7.257, 1.052, 0.795], [-7.092, -1.333, 0.052], [-5.863, -0.281, -0.619], [-5.229, -0.122, -2.676], [-6.354, 0.349, -3.928], [-6.646, -2.869, -7.141], [-4.481, -5.793, -3.518], [-3.976, -5.661, -5.167], [-2.159, -5.720, -3.327], [-2.660, -4.141, -2.842], [-1.610, -4.928, -5.586], [-2.013, -3.271, -5.129], [2.858, -0.984, -1.785], [2.227, 0.405, -2.081], [2.865, 1.107, -3.292], [4.158, 1.889, -3.039], [4.039, 2.756, -1.786], [3.601, 1.943, -0.573], [2.300, 1.269, -0.867], [1.332, 2.118, -0.828], [4.727, 0.957, -0.212], [3.422, 2.833, 0.648], [0.778, 0.115, -2.444], [3.530, -0.989, -0.934], [2.079, -1.701, -1.528], [3.397, -1.371, -2.651], [2.135, 1.820, -3.687], [3.021, 0.367, -4.080], [5.014, 1.213, -2.968], [4.355, 2.528, -3.901], [4.995, 3.237, -1.568], [3.320, 3.560, -1.971], [4.458, 0.353, 0.656], [5.621, 1.526, 0.043], [5.008, 0.289, -1.021], [2.714, 3.641, 0.474], [4.377, 3.282, 0.922], [3.070, 2.248, 1.498], [0.219, -0.271, -1.591], [0.762, -0.641, -3.225], [0.254, 0.991, -2.824], [3.386, 2.285, 6.977], [2.282, 1.238, 6.665], [2.578, 0.411, 5.402], [2.186, 1.036, 4.060], [0.783, 1.636, 4.117], [0.631, 2.611, 5.278], [0.955, 1.911, 6.559], [-0.004, 1.121, 6.900], [1.525, 3.835, 5.011], [-0.793, 3.144, 5.359], [2.293, 0.272, 7.844], [3.110, 3.303, 6.724], [3.586, 2.310, 8.048], [4.320, 2.046, 6.466], [2.030, -0.532, 5.483], [3.636, 0.145, 5.398], [2.920, 1.785, 3.752], [2.212, 0.262, 3.290], [0.557, 2.153, 3.182], [0.050, 0.829, 4.210], [1.446, 4.564, 5.819], [1.191, 4.318, 4.093], [2.575, 3.595, 4.866], [-1.527, 2.346, 5.447], [-1.017, 3.712, 4.456], [-0.907, 3.810, 6.215], [1.965, 0.759, 8.762], [3.316, -0.077, 7.990], [1.663, -0.599, 7.676]], "lowdin_charge": [-0.17, -0.54, 0.89, -0.34, -0.61, 0.26, -0.33, 0.26, -0.53, -0.04, -0.18, -0.08, -0.42, 0.11, 0.11, -0.49, 0.15, 0.13, 0.15, 0.31, 0.07, 0.06, 0.07, 0.06, 0.07, 0.08, 0.07, 0.12, 0.13, 0.12, 0.12, 0.12, 0.14, 0.14, -0.01, -0.47, -0.13, -0.17, -0.14, -0.50, -0.09, -0.02, -0.04, -0.04, -0.05, 0.05, 0.08, 0.09, 0.12, 0.12, 0.11, 0.11, 0.12, 0.13, 0.09, 0.09, 0.06, 0.08, 0.09, 0.07, 0.09, 0.06, 0.08, -0.02, -0.48, -0.13, -0.18, -0.13, -0.50, -0.09, -0.02, -0.04, -0.04, -0.05, 0.05, 0.08, 0.09, 0.12, 0.12, 0.09, 0.11, 0.12, 0.13, 0.09, 0.09, 0.06, 0.08, 0.09, 0.09, 0.09, 0.09, 0.08]}

---

{"formula": "C26H50BrClIO12PS", "method": "ωB97M-V with the def2-TZVPD basis set", "smiles": "CCCCCCCC[C@]1(P(C)C)C[C@@](I)([C@@H](Br)CC)[C@H](Cl)S(=O)(=O)O1.COC(=O)OC.COC(=O)OC.COC(=O)OC", "charge": 0, "e_homo_ev": -8.1965, "energy_ha": -5994.983975, "largest_force_ev_per_a": 1.78, "gap_ha": 0.307, "elements": ["C", "C", "C", "C", "C", "C", "C", "C", "C", "P", "C", "C", "C", "C", "I", "C", "Br", "C", "C", "C", "Cl", "S", "O", "O", "O", "H", "H", "H", "H", "H", "H", "H", "H", "H", "H", "H", "H", "H", "H", "H", "H", "H", "H", "H", "H", "H", "H", "H", "H", "H", "H", "H", "H", "H", "H", "H", "H", "C", "O", "C", "O", "O", "C", "H", "H", "H", "H", "H", "H", "C", "O", "C", "O", "O", "C", "H", "H", "H", "H", "H", "H", "C", "O", "C", "O", "O", "C", "H", "H", "H", "H", "H", "H"], "xyz": [[3.561, -0.893, 2.595], [4.115, -2.011, 1.685], [4.594, -1.454, 0.352], [3.493, -1.224, -0.690], [2.773, -2.525, -1.079], [1.276, -2.411, -1.339], [0.452, -1.874, -0.162], [-1.016, -2.130, -0.464], [-2.036, -1.326, 0.353], [-3.676, -2.069, -0.182], [-5.107, -0.984, 0.238], [-3.874, -3.680, 0.645], [-1.984, 0.158, -0.058], [-1.947, 1.197, 1.050], [0.066, 1.314, 1.920], [-2.226, 2.627, 0.523], [-1.114, 3.024, -1.029], [-3.680, 3.020, 0.285], [-4.324, 2.569, -1.047], [-2.914, 0.832, 2.187], [-2.743, 1.903, 3.575], [-2.628, -0.892, 2.814], [-3.876, -1.568, 2.915], [-1.902, -0.820, 4.019], [-1.664, -1.558, 1.751], [3.255, -0.065, 1.970], [2.734, -1.279, 3.175], [4.352, -0.571, 3.258], [3.348, -2.769, 1.579], [4.963, -2.477, 2.171], [5.359, -2.087, -0.092], [5.062, -0.495, 0.561], [4.001, -0.864, -1.576], [2.815, -0.444, -0.368], [2.977, -3.325, -0.378], [3.215, -2.846, -2.019], [1.084, -1.740, -2.170], [0.911, -3.405, -1.595], [0.772, -2.291, 0.787], [0.648, -0.812, -0.126], [-1.204, -3.177, -0.225], [-1.242, -2.023, -1.515], [-5.847, -1.157, -0.531], [-4.859, 0.067, 0.197], [-5.563, -1.240, 1.188], [-3.511, -3.700, 1.667], [-4.917, -3.972, 0.651], [-3.353, -4.438, 0.079], [-2.862, 0.323, -0.674], [-1.148, 0.310, -0.717], [-1.850, 3.289, 1.284], [-4.317, 2.741, 1.114], [-3.681, 4.102, 0.265], [-4.778, 3.413, -1.544], [-5.138, 1.885, -0.835], [-3.639, 2.050, -1.699], [-3.947, 0.875, 1.881], [-9.515, -6.939, -0.347], [-9.687, -6.679, 1.047], [-8.717, -5.943, 1.592], [-7.755, -5.503, 1.015], [-8.996, -5.776, 2.884], [-8.032, -4.999, 3.600], [-10.365, -7.541, -0.656], [-9.507, -6.010, -0.914], [-8.597, -7.495, -0.525], [-7.965, -3.994, 3.188], [-7.056, -5.479, 3.576], [-8.380, -4.944, 4.627], [5.950, 2.625, -3.677], [4.961, 3.651, -3.551], [3.763, 3.209, -3.158], [3.479, 2.065, -2.916], [2.941, 4.256, -3.080], [1.615, 3.924, -2.658], [6.865, 3.115, -3.998], [6.121, 2.136, -2.719], [5.652, 1.895, -4.426], [1.628, 3.488, -1.662], [1.151, 3.237, -3.365], [1.050, 4.851, -2.635], [6.857, 5.863, -2.283], [8.217, 6.124, -1.918], [8.514, 5.813, -0.657], [7.757, 5.349, 0.155], [9.800, 6.104, -0.449], [10.261, 5.818, 0.873], [6.746, 6.154, -3.324], [6.630, 4.808, -2.182], [6.176, 6.454, -1.674], [10.166, 4.757, 1.092], [9.710, 6.403, 1.607], [11.309, 6.099, 0.902]], "lowdin_charge": [-0.10, -0.25, -0.22, -0.19, -0.20, -0.20, -0.20, -0.20, -0.58, 0.98, -0.27, -0.26, -0.23, -0.81, 1.05, -0.74, 0.83, -0.26, -0.11, -0.73, 0.69, 0.53, -0.27, -0.29, -0.24, 0.04, 0.06, 0.07, 0.08, 0.10, 0.11, 0.11, 0.10, 0.09, 0.10, 0.11, 0.12, 0.11, 0.12, 0.05, 0.11, 0.11, 0.03, -0.01, 0.03, 0.03, 0.04, 0.03, 0.09, 0.07, 0.04, 0.10, 0.11, 0.07, 0.06, 0.04, 0.07, -0.04, 0.01, -0.62, 0.11, 0.01, -0.04, 0.09, 0.10, 0.10, 0.10, 0.10, 0.09, -0.04, -0.02, -0.61, 0.13, 0.01, -0.10, 0.09, 0.10, 0.10, 0.05, 0.09, 0.09, -0.03, 0.01, -0.62, 0.12, 0.00, -0.04, 0.10, 0.07, 0.10, 0.10, 0.10, 0.09]}